Molecular formula: C4H6O2
Method: DFT, ωB97M-V with the def2-TZVPD basis set

Values from the calculation:
Total charge   0
Energy relative to the best compared isomer or geometry (same formula, charge and spin)   2.3043 eV
DFT total energy   -8338.1568 eV
Gap between HOMO and LUMO   10.1 eV
Molecular weight   86.1 g mol⁻¹

Structure (XYZ):
```
12
Properties=species:S:1:pos:R:3:forces:R:3
O 2.110043 -0.018889 1.359699 -0.3 0.7 -0.1
C 1.751774 0.807378 0.555456 -0.1 -0.4 0.2
O -0.082912 0.311921 -0.604757 -0.2 0.0 -0.3
C -0.643534 -0.840518 -0.113591 -0.3 -0.1 -0.2
C -1.502159 -1.459646 -0.906170 0.0 0.0 0.0
C 0.285884 1.253629 0.386379 0.0 0.0 0.1
H 2.420784 1.071157 -0.293082 -0.2 0.2 0.2
H -0.331034 -1.163187 0.885144 -0.1 0.2 -0.3
H -1.663610 -1.024401 -1.887795 -0.2 -0.2 0.1
H -2.046892 -2.342460 -0.606926 0.2 -0.1 0.0
H 0.083899 2.251220 -0.024541 0.6 -0.2 0.0
H -0.382242 1.153795 1.250187 0.6 -0.1 0.2
```
Forces are in eV/Å.